(1)
5
Properties=species:S:1:pos:R:3:mulliken_spin:R:1 method="wB97M-V/def2-TZVPD" s2=15.76 fmax_ev_per_a=2.638 e_tot_ha=-6659.28481 lumo_energy_ev="-9.3 / -9.1" total_charge=+2 spin_multiplicity=8
Eu 0.525 -1.852 1.536 7.02
Br -1.516 1.834 -0.534 0.00
Br 1.784 0.917 -0.609 0.00
Cl -0.665 -1.403 -0.649 -0.01
P -0.127 0.504 0.256 0.00


(2)
8
Properties=species:S:1:pos:R:3:lowdin_charge:R:1 method="wB97M-V/def2-TZVPD" relative_energy_kcal_mol=68.52 fmax_ev_per_a=8.738 e_tot_ha=-647.61264 lumo_energy_ev=0.3
Cl 1.130 1.379 1.129 0.67
N 1.201 0.384 -2.257 0.21
N 0.888 0.289 -1.181 -0.17
C -0.696 -0.492 0.470 -0.08
C 0.367 0.491 -0.117 -0.80
H -1.017 -0.161 1.406 0.03
H -0.304 -1.493 0.684 0.08
H -1.569 -0.396 -0.133 0.06


(3)
14
Properties=species:S:1:pos:R:3:lowdin_charge:R:1 method="wB97M-V/def2-TZVPD" smiles=Nn1ccc2cnnn21 relative_energy_kcal_mol=73.37 fmax_ev_per_a=5.204 e_tot_ha=-429.06405 lumo_energy_ev=0.8
N 0.394 0.443 0.050 -0.05
N -1.599 1.805 0.075 0.11
N -0.987 0.555 0.116 -0.14
N 2.477 0.597 0.015 -0.03
N 1.448 1.291 -0.015 -0.01
C 0.818 -0.871 0.054 -0.23
C -1.462 -0.780 0.016 0.01
C 2.173 -0.743 0.041 -0.10
C -0.369 -1.621 0.029 -0.02
H -0.972 2.501 0.483 0.10
H -1.682 1.924 -0.925 0.09
H -0.567 -2.642 0.036 0.08
H -2.467 -0.850 -0.049 0.08
H 2.795 -1.608 0.074 0.09


(4)
31
Properties=species:S:1:pos:R:3:lowdin_charge:R:1 method="wB97M-V/def2-TZVPD" relative_energy_kcal_mol=150.42 fmax_ev_per_a=4.875 e_tot_ha=-840.21052 lumo_energy_ev=8.5 total_charge=-4
Ca 0.299 -0.450 -0.204 1.61
B -1.228 1.687 3.248 -0.46
B 3.999 1.631 0.525 -0.46
B -3.424 -1.942 -1.574 -0.46
B 0.585 -3.199 2.373 -0.45
B 2.512 -1.436 -3.390 -0.45
B -2.476 3.344 -1.146 -0.46
H 1.115 -3.465 1.471 -0.12
H 1.099 -2.362 2.820 -0.10
H -1.969 2.408 3.556 -0.12
H 3.407 -0.975 -3.778 -0.11
H 5.060 1.502 0.377 -0.13
H 0.526 -4.068 3.008 -0.11
H 3.889 2.426 1.246 -0.12
H -4.295 -2.085 -2.194 -0.13
H -1.618 2.705 -1.283 -0.13
H -0.368 -2.886 1.976 -0.11
H -2.121 4.361 -1.093 -0.13
H -3.791 -1.676 -0.595 -0.11
H -2.880 -2.872 -1.526 -0.12
H -2.857 -1.100 -1.942 -0.12
H -3.142 3.354 -1.995 -0.13
H 2.173 -2.278 -3.974 -0.11
H 1.674 -0.766 -3.277 -0.13
H -3.098 3.075 -0.306 -0.11
H 3.497 1.966 -0.369 -0.12
H -0.293 2.087 2.887 -0.12
H 3.678 0.689 0.943 -0.12
H 2.651 -1.779 -2.376 -0.12
H -0.983 1.077 4.104 -0.12
H -1.620 1.027 2.489 -0.12